8
Properties=species:S:1:pos:R:3:forces:R:3 method="wB97M-V/def2-TZVPD" homo_energy_ev="-8.32 / -8.28" homo_lumo_gap_ev="7.099 / 7.069" energy_ev=-20712.0377 lumo_energy_ev="-1.220 / -1.215" max_force_ev_per_a=2.638 e_above_lowest_kj_mol=266.6
C 0.24393 -0.89616 1.27698 2.08 -0.17 0.27
C -0.22452 0.58518 -0.95998 -1.89 0.50 1.26
P 0.81359 -0.83461 -0.28168 -0.53 0.19 0.11
P -0.10338 0.78262 -2.82184 -0.38 -0.19 1.15
H -0.24914 -0.03033 1.70508 -0.50 -0.40 0.24
H 0.82248 -1.58515 1.95360 -1.06 0.65 -0.56
H -1.26627 0.39513 -0.39277 1.69 0.14 -2.02
H -0.03668 1.58332 -0.47938 0.60 -0.72 -0.46

=====

9
Properties=species:S:1:pos:R:3:forces:R:3 method="wB97M-V/def2-TZVPD" homo_energy_ev=-8.96 homo_lumo_gap_ev=8.840 energy_ev=-14675.7224 lumo_energy_ev=-0.121 max_force_ev_per_a=3.526 e_above_lowest_kj_mol=280.1
B -0.62004 -0.12166 -0.20645 -1.39 -0.79 -0.50
C 0.03075 1.16688 0.18535 -0.03 2.13 0.10
O 0.30344 -1.19400 0.50426 -1.53 -2.39 -2.09
S 1.60917 1.19107 0.43857 1.81 0.46 0.59
H -1.69675 -0.46506 0.07702 -0.91 0.17 0.62
H -0.41330 2.15411 0.18343 -0.50 0.01 -0.14
H -0.62789 -0.10943 -1.43194 0.57 -0.41 0.13
H 0.23614 -1.85768 -0.23754 0.61 0.30 1.30
H 1.17849 -0.76422 0.48731 1.36 0.52 -0.01

=====

59
Properties=species:S:1:pos:R:3:forces:R:3 method="wB97M-V/def2-TZVPD" multiplicity=3 s_squared=2.00 homo_energy_ev="-8.55 / -8.70" homo_lumo_gap_ev="9.063 / 9.210" energy_ev=-99582.3816 lumo_energy_ev="0.510 / 0.510" max_force_ev_per_a=3.016 e_above_lowest_kj_mol=0.0
Ni -0.47576 0.19752 -0.85122 -0.29 -0.63 0.23
Cl -1.36924 -1.11663 -2.51871 0.32 -0.11 -0.03
Cl -0.06186 2.17531 -1.83003 0.14 0.39 -0.42
O -0.42022 -1.63439 0.50683 -0.36 0.37 -0.02
C 0.00844 -2.62301 1.04293 0.85 -0.02 -0.78
O 0.66672 -3.59953 0.38483 -0.28 0.29 -0.12
C 0.60017 -3.65480 -1.08597 -0.60 0.46 -0.10
C 1.30813 -4.88996 -1.52776 0.14 -1.43 -1.46
C -0.11557 -2.92068 2.50451 -0.66 -1.27 -0.24
H 1.00115 -2.74288 -1.58664 -0.38 -0.50 0.81
H -0.45893 -3.78252 -1.36875 0.36 0.54 0.24
H 1.10869 -5.04019 -2.64691 0.23 0.29 1.48
H 0.92061 -5.80170 -1.02646 0.13 0.59 -0.20
H 2.39535 -4.89348 -1.41185 -0.11 0.25 0.15
H 0.35547 -2.23635 3.19573 -0.06 0.40 -0.20
H 0.31569 -3.90646 2.62562 0.12 -0.15 0.40
H -1.19742 -3.02974 2.70450 0.48 0.33 0.12
O 0.04802 1.19544 0.88742 0.31 0.34 1.13
C 0.86392 1.35087 1.76491 0.12 0.74 0.16
O 1.05007 2.57716 2.37440 1.35 -2.69 -0.11
C 0.09213 3.56246 2.18441 -1.97 1.10 0.60
C 0.50453 4.68731 1.26001 0.50 1.33 1.37
C 1.74969 0.27485 2.34810 -0.60 0.32 2.31
H -0.14635 3.97047 3.23562 0.30 -0.54 -1.60
H -0.79051 3.06127 1.77201 -0.14 0.32 0.19
H -0.28621 5.48558 1.32933 0.74 -0.81 -0.48
H 0.78881 4.41719 0.26365 -0.64 -0.50 -0.74
H 1.43756 5.14232 1.63669 -0.35 0.02 0.23
H 1.93352 -0.56934 1.71465 -0.19 -0.12 -0.52
H 1.24009 -0.08266 3.31527 0.46 0.45 -1.41
H 2.68900 0.68129 2.72857 -0.05 0.15 -0.27
O -2.37425 0.59914 -0.06699 -0.04 -0.07 -0.03
C -3.36475 0.95160 -0.67895 -0.34 0.81 -1.02
O -4.58563 0.90881 -0.11074 1.08 0.12 0.37
C -4.58749 0.43474 1.26108 -1.66 -0.59 -0.02
C -4.48994 1.47810 2.34506 0.02 0.36 0.22
C -3.39256 1.52749 -2.11026 0.19 -0.73 1.94
H -3.86065 -0.35659 1.38211 0.32 0.04 -0.03
H -5.57371 -0.03718 1.36343 0.18 0.08 -0.25
H -4.87695 1.04808 3.26926 -0.02 -0.18 0.00
H -5.07504 2.39465 2.19006 0.15 -0.32 -0.35
H -3.46600 1.73614 2.54980 0.50 0.35 -0.04
H -4.36682 1.28031 -2.49080 -0.23 0.15 -0.58
H -2.55114 1.11841 -2.64151 -0.03 -0.33 -0.38
H -3.20051 2.58895 -2.04189 -0.28 0.38 0.09
O 1.76505 -0.26486 -0.65908 0.56 -0.07 -1.39
C 2.51652 0.51572 -1.24415 0.01 1.78 1.50
O 2.86210 0.52574 -2.52350 -0.34 -0.59 0.92
C 2.32991 -0.60289 -3.23782 -1.41 -0.40 -0.23
C 3.17377 -1.82853 -3.00650 1.59 0.26 -0.62
C 3.20774 1.64756 -0.45146 0.75 -2.31 -0.04
H 2.29365 -0.31442 -4.30266 0.11 -0.10 0.58
H 1.28821 -0.77837 -2.88438 0.62 0.24 -0.47
H 3.41749 -2.06863 -1.96779 -0.53 0.16 0.01
H 4.15960 -1.65617 -3.48689 -0.40 -0.20 0.15
H 2.73759 -2.68906 -3.49454 -0.21 -0.25 -0.04
H 4.28226 1.39318 -0.61496 -0.48 0.42 0.57
H 2.92581 1.59969 0.62774 0.44 0.18 -1.21
H 3.05008 2.59365 -0.89937 -0.42 0.91 -0.37

=====

104
Properties=species:S:1:pos:R:3:forces:R:3 method="wB97M-V/def2-TZVPD" homo_energy_ev=-9.89 homo_lumo_gap_ev=10.283 energy_ev=-115697.7542 lumo_energy_ev=0.396 max_force_ev_per_a=0.893
C -1.85863 3.64948 -1.28927 -0.37 0.17 -0.27
C -1.43117 5.09604 -1.56496 0.74 -0.44 -0.24
Cl -0.45116 5.10586 -3.10150 -0.15 0.27 -0.06
C -0.59769 5.75871 -0.46227 -0.48 0.01 -0.26
Cl 1.03247 5.02847 -0.32832 -0.02 -0.13 0.23
Si -1.42596 5.86610 1.23634 -0.15 0.60 -0.17
O -2.32900 4.53820 1.65297 0.44 -0.17 0.07
Si -1.75364 3.43724 2.70838 -0.24 0.29 0.55
O -2.60260 2.04383 2.65459 0.39 0.08 -0.11
O -0.09889 3.23341 2.46009 -0.34 -0.53 0.19
C 0.35160 2.08874 1.89204 0.10 -0.27 -0.83
O -0.23082 1.54490 0.98618 -0.19 0.37 0.52
C 1.61466 1.53863 2.45319 0.09 0.33 0.10
C 1.55008 0.41603 3.26626 -0.14 0.15 -0.18
C 2.71897 -0.12441 3.76991 0.09 -0.24 0.19
C 3.94862 0.44100 3.46582 0.09 0.30 -0.16
C 4.00808 1.55860 2.64062 -0.19 -0.24 0.07
C 2.83775 2.10528 2.13615 0.44 0.12 -0.13
H -1.43003 3.25332 -0.37503 0.04 -0.02 0.00
H -2.94777 3.59976 -1.24021 0.02 -0.05 0.24
H -1.56009 3.00378 -2.10986 0.09 -0.02 0.02
H -2.26714 5.74445 -1.81664 -0.11 -0.02 0.24
H -0.44490 6.79784 -0.76469 0.19 0.00 0.06
H -0.37649 6.14302 2.23542 0.02 -0.17 0.04
H -2.31795 7.04149 1.21752 -0.14 -0.10 -0.12
H -1.88336 3.97794 4.06365 0.19 0.11 -0.01
H -2.11574 1.27350 2.96904 -0.19 -0.20 -0.14
H 0.57854 -0.01833 3.46811 0.08 -0.18 0.09
H 2.67035 -0.99922 4.40415 0.00 -0.01 0.02
H 4.86813 0.03468 3.86453 -0.06 -0.12 0.05
H 4.95441 2.01164 2.37721 0.05 -0.06 0.06
H 2.93485 2.96566 1.48423 -0.34 0.03 -0.01
C -0.82419 -4.56721 2.52572 0.18 -0.14 0.03
O -1.98612 -4.09234 1.84017 -0.02 -0.12 0.04
C -2.12614 -2.77143 1.85107 -0.01 0.05 -0.31
O -1.37250 -1.98534 2.36575 0.08 0.15 0.24
O -3.22127 -2.45841 1.16508 -0.07 0.02 0.04
C -3.48579 -1.05277 1.07799 -0.07 0.09 -0.08
H -0.81569 -5.64782 2.41993 -0.15 0.01 -0.09
H 0.07677 -4.15566 2.07342 0.00 0.08 0.07
H -0.86801 -4.30580 3.58114 0.03 0.09 -0.01
H -2.67043 -0.53631 0.57421 0.05 0.01 0.07
H -3.64103 -0.63002 2.06909 0.05 0.00 0.01
H -4.39628 -0.95380 0.49520 -0.01 -0.08 -0.01
C 2.34427 4.72472 3.92838 -0.06 0.17 -0.09
O 2.63709 5.67198 4.96341 -0.04 0.04 -0.05
C 3.15241 5.13082 6.06324 0.00 0.03 0.01
O 3.37853 3.96161 6.23781 0.01 -0.04 0.00
O 3.37765 6.10641 6.94371 0.00 0.03 0.01
C 3.93638 5.66128 8.18176 0.05 0.06 0.14
H 1.93377 5.29315 3.09727 0.00 0.08 0.07
H 3.25124 4.22088 3.60885 0.03 -0.07 0.12
H 1.60789 4.00118 4.26790 0.09 -0.08 0.04
H 4.90218 5.18701 8.01899 -0.03 -0.07 -0.02
H 3.26176 4.96842 8.68081 0.02 -0.06 -0.04
H 4.06389 6.55067 8.79146 -0.03 0.05 -0.06
C -8.05782 4.12094 -2.18111 -0.06 0.05 -0.14
O -6.79515 3.79466 -1.59468 0.02 0.01 -0.02
C -6.86987 3.38433 -0.32805 0.01 0.01 -0.03
O -7.87856 3.27781 0.31812 -0.03 -0.01 0.02
O -5.63705 3.11469 0.09368 0.09 -0.03 0.00
C -5.55791 2.66158 1.44945 0.09 0.05 0.20
H -7.84499 4.43434 -3.19868 0.08 -0.01 0.01
H -8.71108 3.25085 -2.19463 -0.02 0.01 0.08
H -8.53432 4.93500 -1.63857 -0.03 -0.05 0.06
H -6.11549 1.73586 1.58208 -0.08 0.04 -0.03
H -5.93958 3.42220 2.12933 -0.13 -0.02 -0.04
H -4.50891 2.49553 1.66444 -0.05 -0.04 -0.21
C -0.38347 -4.76175 -1.70324 -0.40 0.24 0.15
O 0.68616 -5.51840 -2.27542 0.03 0.10 -0.03
C 0.66442 -6.82052 -2.01472 -0.07 0.03 0.04
O -0.15079 -7.39708 -1.34534 0.02 -0.03 0.02
O 1.70952 -7.38234 -2.63174 -0.18 -0.25 0.32
C 1.79867 -8.79908 -2.43121 0.18 -0.10 -0.10
H -0.22244 -3.72988 -2.00173 -0.05 -0.41 0.18
H -1.34312 -5.10136 -2.08797 -0.01 -0.18 0.10
H -0.36809 -4.82660 -0.61713 -0.04 -0.15 0.01
H 0.91833 -9.29853 -2.82927 -0.05 0.02 0.07
H 1.91577 -9.03066 -1.37503 -0.08 0.01 0.02
H 2.68051 -9.12269 -2.97691 0.01 0.08 -0.03
C 0.77211 -3.12037 -4.23242 -0.01 -0.09 -0.27
O 1.31047 -2.83544 -2.93759 0.34 0.32 -0.23
C 1.08498 -1.59030 -2.50182 0.18 0.10 -0.09
O 0.48134 -0.73780 -3.09787 -0.07 0.00 0.02
O 1.64460 -1.47006 -1.30505 0.11 -0.05 0.14
C 1.49488 -0.18052 -0.68336 0.12 -0.12 -0.12
H 1.03529 -4.15255 -4.44782 -0.13 0.22 0.06
H -0.31098 -3.00730 -4.23203 -0.02 0.10 0.00
H 1.21270 -2.46779 -4.98293 -0.04 0.04 0.03
H 0.44980 0.05023 -0.53289 -0.06 0.00 -0.08
H 1.97004 0.58900 -1.29078 -0.07 0.00 -0.05
H 1.99797 -0.25197 0.27644 -0.01 -0.10 -0.01
C 2.99773 -5.73233 -4.50703 0.28 0.13 -0.17
O 3.04746 -4.91032 -5.68847 0.03 0.07 0.12
C 3.57634 -5.50498 -6.74972 0.02 0.00 -0.09
O 4.00075 -6.63071 -6.79739 0.00 -0.02 0.01
O 3.55851 -4.64091 -7.76797 -0.02 0.02 0.02
C 4.10303 -5.15710 -8.98384 0.03 0.05 -0.16
H 2.55066 -5.12682 -3.72914 0.06 0.00 -0.03
H 2.39358 -6.61007 -4.69377 0.02 -0.05 -0.06
H 4.00569 -6.02074 -4.21266 -0.02 -0.09 -0.04
H 3.53432 -6.02022 -9.32441 0.04 -0.05 0.05
H 5.14815 -5.43024 -8.85188 -0.02 -0.07 0.03
H 4.02398 -4.35645 -9.71325 -0.04 0.05 0.06